The following is a DFT calculation (wB97M-V/def2-TZVPD) of C23H31CoN8O2P2 as an isolated structure at a distorted geometry.

Last column: Löwdin charge in e.
Positions of all 67 atoms, in Å:
Co 1.094 -0.201 0.383  0.211
N -8.020 3.104 -2.936  0.191
C -7.004 2.728 -2.554  -0.162
C -5.730 2.256 -2.076  -0.205
C -4.698 3.163 -1.844  0.007
C -3.478 2.708 -1.375  -0.006
C -3.279 1.348 -1.153  -0.195
C -4.310 0.444 -1.398  -0.014
C -5.538 0.896 -1.848  0.005
C -1.968 0.858 -0.660  -0.031
C -1.535 1.280 0.598  -0.236
C -2.253 2.102 1.487  0.016
C -1.434 2.339 2.571  -0.037
C -0.252 1.647 2.313  -0.155
N -0.288 0.974 1.142  -0.008
C -1.234 0.011 -1.484  -0.237
C -1.595 -0.369 -2.792  0.029
C -0.626 -1.229 -3.252  -0.017
C 0.301 -1.339 -2.217  -0.165
N -0.029 -0.617 -1.132  -0.056
H -4.856 4.215 -2.033  0.132
H -2.674 3.410 -1.193  0.132
H -4.156 -0.615 -1.230  0.125
H -6.348 0.203 -2.028  0.132
H -3.248 2.483 1.318  0.128
H -1.638 2.946 3.438  0.115
H 0.611 1.672 2.960  0.097
H -2.478 -0.033 -3.312  0.131
H -0.576 -1.725 -4.207  0.119
H 1.171 -1.954 -2.244  0.063
C 3.718 -1.424 -1.818  -0.197
P 2.823 -1.633 -0.247  0.901
C 4.243 -1.744 0.895  -0.217
C 2.100 -3.318 -0.105  -0.337
C 1.325 -3.374 1.222  -0.332
P 0.157 -1.960 1.365  0.906
C -0.222 -1.793 3.126  -0.195
C -1.399 -2.506 0.634  -0.179
H 4.388 -0.567 -1.731  0.066
H 3.068 -1.235 -2.663  0.043
H 4.318 -2.315 -2.004  0.072
H 4.930 -2.489 0.492  0.079
H 3.965 -2.076 1.897  0.051
H 4.777 -0.794 0.958  0.066
H 2.885 -4.075 -0.149  0.107
H 1.429 -3.503 -0.942  0.081
H 2.010 -3.336 2.073  0.086
H 0.756 -4.300 1.321  0.107
H -0.620 -2.748 3.474  0.075
H -0.974 -1.016 3.271  0.064
H 0.655 -1.556 3.729  0.052
H -1.746 -3.377 1.193  0.074
H -1.269 -2.764 -0.416  0.061
H -2.141 -1.711 0.710  0.062
N 2.248 0.115 2.027  -0.015
N 2.915 1.347 2.075  0.050
C 2.984 2.066 0.926  -0.368
N 3.663 3.195 0.933  0.249
N 2.313 1.471 -0.060  0.096
N 2.347 1.999 -1.364  -0.383
O 1.821 1.296 -2.189  0.099
O 2.874 3.074 -1.590  0.096
H 1.573 0.084 2.784  0.073
H 2.930 -0.623 2.178  0.062
H 3.381 1.637 2.919  0.177
H 4.156 3.511 1.752  0.144
H 3.690 3.736 0.081  0.116

Its molar mass is 572.4 g/mol. Its maximum force is 1.127 eV Å⁻¹. The multiplicity is 1. Its lowest unoccupied orbital energy is -6.4 eV. The HOMO energy comes out at -13.4 eV. Its charge is +2. Its frontier orbital gap is 6.980 eV. The total energy comes out at -3548.448937 hartree.


The following is a DFT calculation (wB97M-V/def2-TZVPD) of an isolated ion of composition C23H31F4N2O and charge +1 at a distorted geometry.

Last column: natural (NBO) charge in e.
Positions of all 61 atoms, in Å:
C 0.084 -1.887 3.485  -0.622
C 1.403 -1.557 2.511  -0.239
C 2.656 -1.300 3.589  -0.653
C 1.615 -2.896 1.586  -0.424
C 2.694 -2.731 0.364  -0.475
C 2.928 -1.161 -0.125  0.305
N 3.959 -0.379 0.715  -0.517
C 4.242 1.064 0.363  0.072
C 3.544 1.877 -0.921  0.056
C 3.997 3.441 -1.097  -0.505
C 2.824 4.456 -0.515  0.033
F 2.329 3.867 0.773  -0.390
C 2.454 1.088 -1.917  -0.051
C 1.768 1.815 -3.208  0.970
F 0.430 2.334 -2.737  -0.328
F 1.425 0.871 -4.336  -0.326
F 2.561 2.894 -3.840  -0.310
C 2.147 -0.487 -1.442  0.063
C 1.072 -1.440 -2.227  -0.483
C -0.460 -0.856 -2.294  -0.443
C -1.062 -0.320 -0.867  -0.246
N -2.097 -1.261 -0.256  -0.630
C -3.385 -1.288 -1.051  -0.268
C -4.561 -0.286 -0.502  -0.069
C -5.696 0.205 -1.627  -0.234
C -6.959 1.217 -1.240  -0.231
C -7.099 1.736 0.310  -0.231
C -5.994 1.219 1.413  -0.260
C -4.715 0.232 1.046  0.274
O -3.749 -0.189 2.107  -0.710
H -0.713 -2.452 2.822  0.226
H -0.338 -0.848 3.849  0.228
H 0.394 -2.539 4.436  0.220
H 1.112 -0.588 1.919  0.217
H 3.636 -1.865 3.246  0.184
H 2.404 -1.727 4.671  0.247
H 2.821 -0.147 3.725  0.229
H 2.061 -3.731 2.313  0.238
H 0.563 -3.340 1.238  0.236
H 3.750 -3.074 0.804  0.241
H 2.462 -3.469 -0.514  0.269
H 4.460 -0.825 1.515  0.466
H 5.026 1.651 1.047  0.274
H 4.950 3.632 -0.406  0.244
H 4.351 3.719 -2.191  0.282
H 1.950 4.630 -1.278  0.213
H 3.384 5.464 -0.229  0.213
H 1.006 -2.544 -1.847  0.247
H 1.448 -1.507 -3.358  0.271
H -1.149 -1.763 -2.652  0.236
H -0.629 -0.004 -3.084  0.243
H -1.656 0.689 -1.104  0.224
H -0.245 -0.039 -0.075  0.198
H -1.666 -2.226 -0.225  0.353
H -3.806 -2.393 -0.982  0.228
H -3.244 -1.059 -2.208  0.193
H -5.631 -0.128 -2.760  0.233
H -7.770 1.564 -2.038  0.245
H -8.008 2.451 0.558  0.248
H -6.160 1.595 2.532  0.243
H -3.118 0.598 2.218  0.484

Its molar mass is 427.5 g/mol. Its maximum force is 6.421 eV Å⁻¹. The multiplicity is 1. Its lowest unoccupied orbital energy is -5.4 eV. The HOMO energy comes out at -10.0 eV. Its SMILES is CC(C)CCc1[nH+]cc(CCF)c(C(F)(F)F)c1CCCNCc1ccccc1O. Its charge is +1. Its frontier orbital gap is 4.623 eV. The total energy comes out at -1478.180688 hartree.


The following is a DFT calculation (wB97M-V/def2-TZVPD) of C23H31FeN3P2 as an isolated structure at a distorted geometry.

Last column: natural (NBO) charge in e.
Positions of all 60 atoms, in Å:
C -1.158 3.130 -2.760  -0.198
C -0.981 1.921 -2.090  -0.100
C 0.321 1.530 -1.687  0.242
C 1.426 2.400 -1.932  -0.118
C 1.180 3.682 -2.496  -0.172
C -0.092 4.024 -2.927  -0.226
C 2.731 1.904 -1.705  -0.176
C 2.923 0.509 -1.791  -0.113
C 1.789 -0.338 -1.613  0.239
C 1.862 -1.692 -2.024  -0.098
C 3.057 -2.191 -2.542  -0.201
C 4.214 -1.400 -2.568  -0.224
C 4.160 -0.072 -2.183  -0.171
H -2.160 3.393 -3.109  0.216
H 2.031 4.359 -2.614  0.220
H -0.272 4.992 -3.396  0.227
H 3.588 2.554 -1.886  0.218
H 3.091 -3.227 -2.892  0.217
H 5.152 -1.835 -2.912  0.226
H 5.042 0.573 -2.207  0.220
N 0.599 0.260 -1.147  -0.873
Fe -0.282 -0.425 0.302  1.150
C -2.182 1.087 -1.685  -0.709
H -2.179 0.088 -2.144  0.249
H -3.125 1.600 -1.916  0.238
C 0.685 -2.624 -1.789  -0.711
H -0.214 -2.318 -2.343  0.250
H 0.935 -3.665 -2.031  0.237
P -2.118 0.879 0.141  0.811
P 0.297 -2.570 0.001  0.833
C 1.836 -3.230 0.724  -0.946
H 1.888 -3.031 1.799  0.232
H 1.883 -4.315 0.552  0.243
H 2.700 -2.748 0.252  0.276
C -1.015 -3.769 0.311  -0.946
H -0.677 -4.766 -0.005  0.241
H -1.252 -3.774 1.384  0.246
H -1.909 -3.472 -0.252  0.251
C -2.215 2.618 0.685  -0.938
H -3.081 3.108 0.214  0.250
H -2.320 2.695 1.773  0.225
H -1.303 3.151 0.386  0.273
C -3.679 0.113 0.629  -0.946
H -3.780 0.159 1.722  0.240
H -4.519 0.641 0.156  0.245
H -3.673 -0.939 0.318  0.251
H 3.400 2.942 -0.037  -0.007
H 3.448 3.163 0.690  0.001
C -2.326 0.362 5.159  -0.410
N -1.445 -0.220 4.155  -0.312
C -0.916 -1.500 4.210  -0.064
C -0.249 -1.706 3.039  -0.072
N -0.397 -0.565 2.237  -0.633
C -1.092 0.334 2.984  0.211
H -3.311 -0.125 5.142  0.225
H -1.898 0.235 6.158  0.234
H -2.457 1.428 4.957  0.226
H -1.032 -2.151 5.058  0.242
H 0.358 -2.552 2.776  0.229
H -1.284 1.385 2.771  0.230

Its molar mass is 467.3 g/mol. Its maximum force is 3.335 eV Å⁻¹. The expectation value of S² is 8.81. The multiplicity is 6. Its lowest unoccupied orbital energy (alpha / beta) is -2.1 / -3.0 eV. The HOMO energy (alpha / beta) comes out at -8.4 / -10.1 eV. Its charge is +1. Its frontier orbital gap (alpha / beta) is 6.255 / 7.177 eV. The total energy comes out at -3005.458771 hartree.


The following is a DFT calculation (wB97M-V/def2-TZVPD) of one molecule with the formula C23H31N3.

Last column: natural (NBO) charge in e.
Positions of all 57 atoms, in Å:
C 6.241 2.299 1.014  -0.600
C 5.278 1.879 -0.089  -0.390
C 3.860 2.381 0.170  -0.387
C 2.883 1.905 -0.902  -0.396
C 1.461 2.394 -0.633  -0.397
C 0.443 1.853 -1.636  -0.407
C 0.155 0.350 -1.482  -0.212
N -0.488 -0.017 -0.245  -0.469
C 0.136 -0.090 0.985  0.581
N 1.456 -0.446 1.125  -0.638
C 2.135 -1.463 0.467  0.248
C 1.506 -2.354 -0.401  -0.304
C 2.246 -3.322 -1.056  -0.174
C 3.611 -3.426 -0.853  -0.251
C 4.236 -2.560 0.030  -0.191
C 3.508 -1.589 0.688  -0.272
N -0.573 0.217 2.005  -0.532
C -1.879 0.618 1.535  -0.244
C -1.869 0.378 0.005  -0.039
C -2.826 -0.746 -0.432  -0.426
C -4.257 -0.340 -0.243  -0.032
C -5.012 -0.837 0.810  -0.211
C -6.321 -0.427 0.996  -0.204
C -6.893 0.488 0.130  -0.220
C -6.149 0.988 -0.926  -0.223
C -4.842 0.576 -1.110  -0.164
H 6.280 3.383 1.095  0.201
H 7.245 1.934 0.808  0.207
H 5.921 1.898 1.974  0.198
H 5.265 0.789 -0.167  0.195
H 5.630 2.271 -1.046  0.194
H 3.522 2.021 1.145  0.189
H 3.862 3.473 0.206  0.194
H 2.905 0.815 -0.931  0.199
H 3.210 2.269 -1.879  0.194
H 1.160 2.109 0.377  0.204
H 1.451 3.486 -0.679  0.203
H 0.808 2.020 -2.652  0.204
H -0.491 2.408 -1.526  0.199
H -0.503 0.032 -2.298  0.201
H 1.087 -0.210 -1.570  0.219
H 1.819 -0.200 2.035  0.414
H 0.439 -2.298 -0.545  0.230
H 1.745 -4.007 -1.725  0.212
H 4.182 -4.183 -1.369  0.214
H 5.298 -2.642 0.208  0.215
H 3.994 -0.918 1.381  0.209
H -2.643 0.019 2.034  0.198
H -2.056 1.667 1.795  0.194
H -2.121 1.291 -0.545  0.194
H -2.601 -1.641 0.152  0.215
H -2.638 -0.967 -1.486  0.212
H -4.576 -1.558 1.487  0.210
H -6.896 -0.824 1.820  0.213
H -7.914 0.809 0.275  0.213
H -6.591 1.699 -1.609  0.211
H -4.269 0.965 -1.940  0.197

Its molar mass is 349.5 g/mol. Its maximum force is 0.771 eV Å⁻¹. The multiplicity is 1. Its lowest unoccupied orbital energy is 0.8 eV. The HOMO energy comes out at -8.0 eV. Its SMILES is CCCCCCCN1C(Nc2ccccc2)=NC[C@@H]1Cc1ccccc1. Its charge is 0. Its frontier orbital gap is 8.767 eV. The total energy comes out at -1059.309574 hartree.